(1)
The following is a DFT calculation (the ωB97M-V functional and the def2-TZVPD basis) of a structure of composition H26KrO13 at a distorted geometry.

Positions of all 40 atoms, in Å:
Kr (0.7129, -0.1077, -0.6697)
O (2.8409, -2.8516, 0.5674)
O (2.4044, -2.5421, -2.3279)
O (-1.1139, 1.6971, 2.6834)
O (-2.1579, -1.9301, -2.9082)
O (-1.0929, -2.5641, 1.5185)
O (2.5592, -1.1200, 2.8950)
O (3.6900, 0.5365, 1.0147)
O (-2.2955, 1.1545, -2.6652)
O (-2.2958, 1.6697, 0.0960)
O (-0.3076, 3.7778, -2.0417)
O (-2.8455, -1.2003, -0.2781)
O (1.1899, 3.5000, 0.3489)
O (-0.1458, -0.8112, 3.4304)
H (1.6250, -3.0133, -2.6225)
H (-3.2213, 1.3862, -2.7386)
H (0.4952, 3.3678, -0.2962)
H (-2.2595, 0.2295, -2.9091)
H (2.8926, -3.7816, 0.3468)
H (-2.9588, 2.2577, 0.4580)
H (4.3048, 0.5718, 0.2819)
H (-0.7127, -1.9215, 2.1175)
H (-1.4538, -2.5738, -2.9860)
H (-0.3170, 0.0545, 3.0597)
H (0.7958, -0.9394, 3.3157)
H (-0.0681, 2.9204, -2.3936)
H (2.6937, -2.4139, -0.2711)
H (-1.5411, -2.0386, 0.8558)
H (3.0774, -2.7657, -2.9708)
H (-2.2296, -1.7653, -1.9680)
H (-2.4363, 1.7031, -0.8502)
H (2.8465, 0.3325, 0.6107)
H (-1.2385, 3.8692, -2.2451)
H (-2.5911, -0.3070, -0.0469)
H (-1.5652, 1.9202, 1.8693)
H (-3.7978, -1.2112, -0.1818)
H (-0.6096, 2.4811, 2.9008)
H (1.4703, 4.4057, 0.2173)
H (2.5963, -1.6455, 2.0958)
H (3.0606, -0.3315, 2.6872)

Summary:
E_HOMO: -9.63 eV
Charge: 0
Kohn-Sham gap: 0.3395 Eh
Energy above the lowest of the compared OMol25 structures with the same formula, charge and spin: 42.8 kJ/mol
Electronic energy: -3747.3401 Ha


(2)
The following is a DFT calculation (the ωB97M-V functional and the def2-TZVPD basis) of an isolated molecule of C4H5NO.

Positions of all 11 atoms, in Å:
O (1.6396, -1.8718, 0.1837)
N (0.4358, -0.0551, 0.8555)
C (1.5679, -0.8100, 0.7652)
C (-1.2372, 1.5513, -1.6686)
C (-1.0656, 0.6475, -0.8946)
C (-0.7473, -0.3907, 0.0930)
H (0.4880, 0.8524, 1.2901)
H (2.4079, -0.3901, 1.3462)
H (-1.3730, 2.3550, -2.3510)
H (-0.5275, -1.3437, -0.3926)
H (-1.5887, -0.5447, 0.7730)

Summary:
E_HOMO: -10.00 eV
Charge: 0
Kohn-Sham gap: 0.3994 Eh
Energy above the lowest of the compared OMol25 structures with the same formula, charge and spin: 166.9 kJ/mol
Electronic energy: -285.3510 Ha


(3)
The following is a DFT calculation (the ωB97M-V functional and the def2-TZVPD basis) of a structure of composition C2H17NO5 at a distorted geometry.

Positions of all 25 atoms, in Å:
O (1.6971, -0.6688, -2.5245)
O (0.1051, -2.8665, -2.0186)
O (-2.0082, 1.5850, 1.7916)
O (-0.8540, -1.3471, -0.0139)
O (-0.8152, -0.7396, 2.6082)
N (0.5208, 0.7065, -0.3138)
C (-0.2005, 1.9546, -0.6179)
C (1.5273, 0.8965, 0.7426)
H (-0.6338, -1.0363, 1.6862)
H (0.4051, 2.7483, -1.0404)
H (-2.7476, 1.8888, 2.3318)
H (-0.8517, 2.1726, 0.2185)
H (-0.9601, -1.4803, 3.2004)
H (-0.2414, -0.3352, -0.1521)
H (-1.7093, 0.8138, 2.3237)
H (1.0758, 1.3981, 1.5906)
H (-1.0648, 1.6607, -1.2107)
H (1.0475, 0.4674, -1.1474)
H (1.3085, -1.5557, -2.3794)
H (1.7721, -0.5239, -3.4687)
H (-1.7688, -1.1395, -0.2294)
H (1.8871, -0.0559, 1.0981)
H (-0.1703, -2.3101, -1.2477)
H (0.3087, -3.7121, -1.5970)
H (2.3704, 1.4791, 0.3698)

Summary:
E_HOMO: -9.83 eV
Charge: 0
Kohn-Sham gap: 0.3879 Eh
Energy above the lowest of the compared OMol25 structures with the same formula, charge and spin: 98.2 kJ/mol
Electronic energy: -517.3443 Ha


(4)
The following is a DFT calculation (the ωB97M-V functional and the def2-TZVPD basis) of a cluster of 2 separate species, C5H9NO2 in total at a distorted geometry.

Positions of all 17 atoms, in Å:
O (2.1149, -0.1722, 0.4471)
O (-2.1005, 0.9046, 0.8007)
N (0.1434, -1.0021, -0.8911)
C (0.1751, 0.2654, -0.2398)
C (0.8819, 1.4327, -0.9705)
C (0.7912, -0.1698, 1.0139)
C (-1.3737, 0.2412, -0.0457)
C (-1.3489, -1.1683, -0.4057)
H (2.4569, -1.4009, 1.0220)
H (1.1496, 2.1746, -0.0520)
H (0.5280, -1.2563, 1.2864)
H (-1.2126, -1.6997, 0.4761)
H (0.6452, 0.6062, 1.8883)
H (1.9100, 0.6875, -1.2960)
H (-1.9956, -1.8447, -1.2388)
H (-0.0452, 1.9506, -1.7302)
H (0.6910, -1.6692, -0.2136)

Summary:
E_HOMO: -9.51 eV
Charge: 0
Kohn-Sham gap: 0.3171 Eh
Energy above the lowest of the compared OMol25 structures with the same formula, charge and spin: 886.5 kJ/mol
Electronic energy: -400.8391 Ha